2 unconnected molecules or ions with the total composition C3H8N2O at a distorted geometry, computed with ωB97M-V/def2-TZVPD.

As for the structure (SMILES): C=CN.NC=O. Its relative energy (zero: lowest compared OMol25 entry of this formula, charge and spin) is 80.6 kcal/mol. The value obtained for the largest force on an atom is 2.896 eV/A. The LUMO energy is 0.9358 eV. The molecular weight is 88.1 g mol⁻¹. The total energy comes out at -8265.830 eV.

Geometry (Å):
C1 0.929 1.259 0.805
C2 0.950 1.246 -0.547
N1 1.152 0.096 -1.316
H1 0.458 0.480 1.346
H2 1.653 1.809 1.389
H3 0.916 2.032 -1.257
H4 1.677 -0.654 -0.746
H5 0.750 -0.127 -2.281
N2 -1.864 -0.567 0.119
C3 -1.013 -1.464 0.774
O1 -0.059 -2.051 0.270
H6 -2.831 -0.304 0.192
H7 -1.394 0.116 -0.516
H8 -1.323 -1.871 1.770



C3H8N2O in the gas phase at a distorted geometry, computed with ωB97M-V/def2-TZVPD.

As for the structure (SMILES): NCCNC=O. Its relative energy (zero: lowest compared OMol25 entry of this formula, charge and spin) is 47.2 kcal/mol. The value obtained for the largest force on an atom is 6.478 eV/A. The LUMO energy is 0.8704 eV. The molecular weight is 88.1 g mol⁻¹. The total energy comes out at -8267.278 eV.

Geometry (Å):
N1 2.109 -1.687 -0.806
C1 0.945 -1.375 -0.082
C2 0.868 0.186 -0.139
N2 -0.538 0.526 0.574
C3 -1.559 1.145 -0.070
O1 -2.397 1.656 0.640
H1 2.970 -2.083 -0.318
H2 1.990 -2.176 -1.669
H3 0.989 -1.602 1.005
H4 0.095 -1.883 -0.395
H5 1.732 0.641 0.376
H6 0.897 0.667 -1.097
H7 -0.380 0.433 1.530
H8 -1.641 1.151 -1.182



A molecular structure, C3H8N2O at a distorted geometry, computed with ωB97M-V/def2-TZVPD.

Its relative energy (zero: lowest compared OMol25 entry of this formula, charge and spin) is 136.0 kcal/mol. The value obtained for the largest force on an atom is 2.166 eV/A. The LUMO energy (spin up / spin down) is -0.0557 / -0.0551 eV. The molecular weight is 88.1 g mol⁻¹. The total energy comes out at -8263.430 eV.

Geometry (Å):
N1 -1.039 1.286 1.172
C1 -0.959 0.748 -0.999
O1 -1.588 -0.456 -0.759
N2 -0.962 1.705 -0.046
H1 -1.280 -1.116 -1.393
H2 -0.905 2.110 1.766
H3 0.497 0.262 1.106
H4 -1.101 1.132 -2.005
C2 1.234 -0.257 0.389
C3 1.186 -1.616 0.382
H5 2.036 -2.219 0.089
H6 2.199 0.236 0.319
H7 0.428 0.315 -0.595
H8 0.254 -2.130 0.573